Entry 1:
{
  "formula": "C2H3N3O",
  "method": "ωB97M-V/def2-TZVPD",
  "max_force_ev_per_a": 0.644,
  "energy_ha": -317.3270,
  "species": ["O", "C", "N", "C", "N", "N", "H", "H", "H"],
  "xyz": [[0.424, 0.055, 1.655], [0.087, -0.101, 0.367], [-0.058, 0.803, -0.490], [0.086, 1.662, -1.407], [0.634, -2.401, 0.293], [-0.124, -1.499, -0.007], [0.808, 0.934, 1.777], [-0.873, 2.174, -1.609], [-0.984, -1.627, -0.578]]
}

---

Entry 2:
{
  "formula": "C35H26ClFIIrN4O4",
  "method": "ωB97M-V/def2-TZVPD",
  "max_force_ev_per_a": 0.635,
  "charge": 1,
  "s_squared": 0.7540,
  "spin_multiplicity": 2,
  "energy_ha": -2831.2499,
  "species": ["Ir", "C", "N", "C", "C", "C", "C", "C", "N", "C", "C", "C", "C", "C", "C", "H", "H", "H", "H", "H", "H", "H", "H", "H", "H", "H", "Cl", "C", "C", "C", "I", "C", "O", "C", "N", "C", "C", "C", "C", "H", "H", "H", "H", "C", "C", "C", "C", "C", "C", "C", "F", "C", "C", "C", "O", "C", "C", "N", "C", "C", "O", "O", "H", "H", "H", "H", "H", "H", "H", "H", "H", "H", "H"],
  "xyz": [[0.659, -1.024, -0.101], [-1.546, -2.711, 1.304], [-0.190, -2.158, 1.408], [0.383, -2.086, 2.569], [1.587, -1.396, 2.640], [2.458, -0.996, 3.652], [3.367, -0.129, 3.055], [3.016, -0.024, 1.704], [1.951, -0.796, 1.453], [-1.654, -4.141, 0.841], [-2.752, -4.520, 0.083], [-2.995, -5.862, -0.179], [-2.129, -6.832, 0.305], [-1.012, -6.453, 1.040], [-0.781, -5.115, 1.313], [-2.152, -2.050, 0.683], [-1.978, -2.659, 2.309], [-0.082, -2.542, 3.438], [2.422, -1.301, 4.685], [4.201, 0.367, 3.522], [3.496, 0.577, 0.955], [-3.430, -3.766, -0.299], [-3.860, -6.147, -0.763], [-2.319, -7.879, 0.108], [-0.325, -7.204, 1.406], [0.089, -4.828, 1.892], [4.515, -3.836, -5.141], [3.309, -3.531, -3.939], [2.257, -4.387, -3.791], [1.246, -4.155, -2.831], [-0.346, -5.456, -2.664], [1.311, -3.049, -2.016], [0.400, -2.721, -1.101], [2.412, -2.185, -2.161], [2.399, -1.105, -1.337], [3.291, -0.154, -1.505], [4.331, -0.268, -2.436], [4.408, -1.382, -3.230], [3.416, -2.376, -3.124], [2.188, -5.257, -4.428], [3.182, 0.738, -0.910], [5.052, 0.531, -2.515], [5.204, -1.497, -3.953], [-2.053, 5.597, -2.346], [-2.380, 5.307, -0.892], [-1.998, 6.471, 0.008], [-2.405, 6.189, 1.442], [-1.813, 4.889, 1.906], [-1.562, 4.660, 3.237], [-1.004, 3.453, 3.656], [-0.771, 3.286, 4.962], [-0.685, 2.459, 2.780], [-0.935, 2.669, 1.415], [-0.602, 1.624, 0.468], [-0.161, 0.524, 0.966], [-0.807, 1.888, -0.886], [-1.367, 3.105, -1.239], [-1.703, 4.065, -0.393], [-1.489, 3.880, 0.974], [-0.523, 0.969, -2.051], [-0.890, 1.314, -3.153], [0.116, -0.157, -1.856], [-2.456, 6.579, -2.589], [-2.503, 4.890, -3.040], [-0.975, 5.625, -2.511], [-3.453, 5.120, -0.789], [-2.497, 7.365, -0.364], [-0.920, 6.646, -0.066], [-3.497, 6.132, 1.504], [-2.097, 6.994, 2.108], [-1.786, 5.417, 3.978], [-0.238, 1.535, 3.117], [-1.549, 3.268, -2.290]]
}

---

Entry 3:
{
  "formula": "C31H19FeN5O2S6",
  "method": "ωB97M-V/def2-TZVPD",
  "max_force_ev_per_a": 1.416,
  "charge": -2,
  "s_squared": 6.0150,
  "spin_multiplicity": 5,
  "energy_ha": -5269.8229,
  "species": ["Fe", "S", "C", "C", "C", "C", "C", "C", "N", "C", "C", "C", "C", "C", "C", "C", "H", "H", "H", "H", "H", "H", "H", "H", "O", "C", "S", "C", "C", "S", "S", "S", "N", "S", "C", "C", "C", "C", "C", "C", "C", "C", "C", "C", "C", "C", "H", "H", "H", "H", "H", "H", "H", "H", "H", "H", "H", "O", "N", "C", "C", "N", "C", "N"],
  "xyz": [[0.185, 0.167, 0.333], [4.527, -1.531, -0.321], [4.840, 0.166, -0.164], [6.053, 0.845, -0.204], [6.042, 2.216, -0.010], [4.840, 2.892, 0.230], [3.636, 2.217, 0.261], [3.631, 0.840, 0.043], [2.511, 0.029, 0.042], [2.818, -1.225, -0.102], [1.824, -2.304, -0.035], [2.211, -3.639, -0.199], [1.268, -4.632, -0.050], [-0.048, -4.274, 0.258], [-0.410, -2.944, 0.386], [0.512, -1.894, 0.247], [6.981, 0.313, -0.362], [6.973, 2.767, -0.035], [4.848, 3.961, 0.408], [2.706, 2.729, 0.478], [3.239, -3.898, -0.435], [1.543, -5.673, -0.171], [-0.796, -5.049, 0.386], [-1.449, -2.705, 0.588], [-6.426, -2.250, 0.535], [-5.556, -1.434, 0.288], [-4.036, -1.804, -0.495], [-3.331, -0.175, -0.520], [-4.090, 0.804, 0.021], [-3.791, 2.505, 0.177], [-5.653, 0.274, 0.671], [-1.781, -0.080, -1.345], [0.227, 2.244, -0.203], [-0.514, 3.538, 0.323], [0.813, 4.714, 0.688], [1.149, 4.869, 2.024], [2.252, 5.641, 2.373], [3.003, 6.257, 1.384], [2.659, 6.101, 0.045], [1.565, 5.328, -0.307], [-1.165, 4.399, -1.110], [-1.584, 5.714, -0.994], [-2.098, 6.359, -2.108], [-2.188, 5.685, -3.320], [-1.783, 4.361, -3.412], [-1.277, 3.703, -2.300], [0.936, 2.491, -0.890], [0.569, 4.360, 2.782], [2.528, 5.731, 3.414], [3.867, 6.853, 1.653], [3.249, 6.579, -0.728], [1.297, 5.200, -1.348], [-1.511, 6.229, -0.044], [-2.436, 7.384, -2.028], [-2.599, 6.187, -4.187], [-1.893, 3.822, -4.344], [-1.036, 2.647, -2.322], [0.009, 0.628, 2.301], [0.456, 1.535, 3.096], [1.635, 1.318, 3.660], [2.103, 2.291, 4.602], [2.484, 3.069, 5.364], [2.445, 0.154, 3.432], [3.122, -0.770, 3.305]]
}

---

Entry 4:
{
  "formula": "C42H98N14O14",
  "method": "ωB97M-V/def2-TZVPD",
  "max_force_ev_per_a": 4.089,
  "energy_ha": -3479.0662,
  "species": ["C", "C", "O", "N", "C", "H", "H", "H", "H", "H", "H", "H", "C", "C", "O", "N", "C", "H", "H", "H", "H", "H", "H", "H", "C", "C", "O", "N", "C", "H", "H", "H", "H", "H", "H", "H", "C", "C", "O", "N", "C", "H", "H", "H", "H", "H", "H", "H", "C", "C", "O", "N", "C", "H", "H", "H", "H", "H", "H", "H", "C", "C", "O", "N", "C", "H", "H", "H", "H", "H", "H", "H", "C", "C", "O", "N", "C", "H", "H", "H", "H", "H", "H", "H", "C", "C", "O", "N", "C", "H", "H", "H", "H", "H", "H", "H", "C", "C", "O", "N", "C", "H", "H", "H", "H", "H", "H", "H", "C", "C", "O", "N", "C", "H", "H", "H", "H", "H", "H", "H", "C", "C", "O", "N", "C", "H", "H", "H", "H", "H", "H", "H", "C", "C", "O", "N", "C", "H", "H", "H", "H", "H", "H", "H", "C", "C", "O", "N", "C", "H", "H", "H", "H", "H", "H", "H", "C", "C", "O", "N", "C", "H", "H", "H", "H", "H", "H", "H"],
  "xyz": [[24.057, 19.946, -28.892], [24.482, 18.861, -29.854], [23.615, 18.282, -30.468], [25.800, 18.655, -29.899], [26.539, 17.605, -30.631], [24.245, 19.531, -27.901], [22.981, 20.116, -28.939], [24.618, 20.866, -29.056], [26.244, 19.164, -29.148], [27.394, 17.233, -30.065], [26.900, 17.953, -31.598], [25.870, 16.806, -30.951], [20.340, 26.338, -19.503], [20.925, 25.186, -18.670], [21.285, 24.157, -19.248], [21.045, 25.286, -17.328], [20.521, 26.279, -16.436], [19.740, 25.960, -20.331], [21.134, 26.979, -19.885], [19.767, 27.160, -19.075], [21.371, 24.466, -16.837], [19.434, 26.213, -16.390], [20.887, 27.266, -16.718], [20.870, 26.003, -15.441], [17.878, 17.637, -30.505], [17.131, 17.842, -29.153], [16.784, 16.898, -28.461], [16.918, 19.098, -28.751], [17.104, 20.384, -29.418], [18.299, 18.542, -30.945], [17.330, 17.168, -31.323], [18.767, 17.023, -30.365], [16.593, 19.152, -27.797], [17.990, 20.752, -28.900], [16.220, 20.908, -29.056], [17.089, 20.374, -30.508], [19.644, 34.204, -34.658], [18.173, 33.909, -34.437], [17.338, 34.757, -34.684], [17.790, 32.802, -33.800], [18.491, 31.627, -33.723], [19.843, 34.366, -35.718], [20.287, 33.372, -34.372], [19.931, 35.065, -34.055], [16.824, 32.696, -33.525], [19.262, 31.772, -32.966], [18.953, 31.231, -34.628], [17.958, 30.721, -33.437], [21.514, 35.433, -29.375], [22.530, 34.372, -29.585], [22.345, 33.226, -29.152], [23.658, 34.659, -30.266], [24.791, 33.822, -30.310], [21.445, 35.452, -28.287], [20.609, 35.062, -29.856], [21.791, 36.401, -29.792], [23.693, 35.584, -30.670], [25.271, 33.741, -31.285], [24.552, 32.796, -30.032], [25.603, 34.123, -29.648], [25.228, 30.973, -23.547], [25.015, 30.837, -22.045], [24.652, 31.820, -21.458], [25.350, 29.709, -21.457], [25.238, 29.448, -20.008], [24.881, 30.011, -23.925], [26.268, 31.220, -23.760], [24.490, 31.696, -23.897], [25.985, 29.089, -21.938], [24.757, 30.246, -19.443], [26.209, 29.357, -19.521], [24.712, 28.512, -19.819], [20.731, 27.641, -26.992], [21.216, 27.028, -28.289], [21.290, 25.802, -28.490], [21.684, 27.817, -29.309], [22.416, 27.394, -30.510], [20.746, 28.716, -27.173], [21.432, 27.381, -26.199], [19.739, 27.246, -26.774], [21.364, 28.773, -29.251], [21.819, 27.241, -31.410], [22.970, 26.483, -30.284], [23.076, 28.215, -30.791], [15.003, 27.206, -22.251], [14.636, 27.639, -20.834], [14.182, 26.815, -20.052], [14.911, 28.888, -20.483], [14.679, 29.593, -19.233], [15.778, 27.882, -22.613], [14.108, 27.133, -22.870], [15.468, 26.221, -22.225], [15.149, 29.448, -21.290], [14.311, 29.063, -18.355], [14.183, 30.561, -19.307], [15.589, 29.996, -18.790], [17.339, 20.422, -20.330], [17.432, 20.622, -21.814], [16.588, 20.127, -22.608], [18.442, 21.365, -22.267], [18.889, 21.558, -23.659], [18.012, 19.604, -20.073], [16.284, 20.193, -20.179], [17.653, 21.255, -19.701], [19.057, 21.692, -21.535], [18.863, 20.564, -24.106], [19.941, 21.841, -23.680], [18.360, 22.274, -24.287], [19.646, 33.799, -22.663], [19.132, 32.624, -21.831], [18.618, 31.599, -22.300], [19.368, 32.645, -20.483], [19.924, 33.748, -19.667], [19.213, 33.871, -23.661], [20.735, 33.841, -22.683], [19.332, 34.715, -22.163], [18.995, 31.873, -19.949], [20.468, 34.445, -20.304], [20.464, 33.280, -18.844], [19.097, 34.254, -19.168], [14.390, 31.414, -27.022], [14.945, 30.524, -28.113], [15.679, 31.018, -28.938], [14.663, 29.245, -28.049], [15.222, 28.217, -28.941], [15.223, 31.741, -26.400], [13.645, 30.949, -26.377], [13.919, 32.260, -27.523], [13.782, 28.932, -27.668], [15.962, 28.555, -29.666], [14.530, 27.937, -29.734], [15.487, 27.246, -28.522], [29.966, 30.883, -30.248], [29.076, 29.672, -30.072], [28.700, 29.039, -31.062], [28.740, 29.325, -28.866], [27.744, 28.290, -28.602], [30.564, 30.929, -29.338], [29.382, 31.796, -30.366], [30.480, 30.711, -31.194], [29.174, 29.878, -28.140], [26.766, 28.761, -28.697], [27.770, 27.839, -27.610], [27.727, 27.478, -29.329], [26.653, 25.422, -37.382], [25.462, 25.098, -36.559], [24.340, 25.490, -36.914], [25.558, 24.159, -35.649], [24.430, 23.509, -34.978], [27.263, 26.118, -36.806], [26.343, 25.944, -38.287], [27.322, 24.576, -37.540], [26.451, 23.885, -35.266], [23.650, 24.206, -34.669], [24.659, 22.801, -34.183], [24.014, 22.852, -35.742], [24.485, 34.014, -37.859], [24.226, 32.601, -38.374], [23.639, 32.456, -39.431], [24.664, 31.520, -37.753], [25.331, 31.337, -36.501], [24.321, 34.041, -36.782], [23.762, 34.723, -38.263], [25.530, 34.279, -38.023], [24.500, 30.664, -38.263], [25.036, 30.367, -36.101], [25.101, 32.086, -35.743], [26.419, 31.288, -36.447]]
}

---

Values for relative energy (zero: lowest compared OMol25 entry of this formula, charge and spin), kJ/mol, ordered as above
539.2; 213.8; 92.8; 734.8